No. 1
The following is a DFT calculation (ωB97M-V with the def2-TZVPD basis set) of a cluster of 15 separate species, C15H60O15 in total in a non-equilibrium geometry.

The geometry in XYZ format:
```
90
C15H60O15 | the Open Molecules 2025 dataset | ωB97M-V with the def2-TZVPD basis set
C -9.246 -27.452 -3.833
O -10.345 -28.288 -4.242
H -8.297 -27.842 -4.202
H -9.404 -26.429 -4.176
H -9.162 -27.462 -2.747
H -10.096 -28.689 -5.077
C -8.163 -14.404 -9.543
O -8.801 -13.163 -9.453
H -8.090 -14.878 -8.564
H -8.668 -15.128 -10.182
H -7.192 -14.292 -10.025
H -8.737 -12.760 -10.322
C -14.252 -17.451 -8.779
O -13.490 -17.924 -9.914
H -15.224 -17.943 -8.731
H -13.735 -17.733 -7.862
H -14.291 -16.364 -8.708
H -13.901 -17.517 -10.680
C -6.229 -13.049 -2.781
O -6.556 -11.998 -1.829
H -5.822 -12.574 -3.673
H -5.475 -13.720 -2.369
H -7.074 -13.665 -3.089
H -5.782 -11.438 -1.728
C -8.305 -19.596 -3.719
O -7.281 -19.722 -4.694
H -8.022 -18.914 -2.917
H -9.251 -19.301 -4.174
H -8.524 -20.501 -3.154
H -7.692 -19.947 -5.531
C -0.202 -17.258 -4.891
O 0.443 -17.088 -3.630
H -1.226 -17.583 -4.711
H -0.222 -16.359 -5.507
H 0.269 -17.993 -5.544
H 1.375 -17.218 -3.819
C -4.890 -25.680 1.849
O -5.930 -25.116 1.052
H -4.686 -26.641 1.378
H -3.954 -25.135 1.972
H -5.177 -25.897 2.878
H -5.667 -25.112 0.128
C -2.720 -18.434 1.577
O -2.012 -17.202 1.270
H -1.958 -19.166 1.846
H -3.271 -18.367 2.515
H -3.346 -18.837 0.781
H -1.644 -17.301 0.389
C -14.803 -23.403 -4.950
O -15.891 -22.775 -5.551
H -15.028 -23.680 -3.920
H -14.469 -24.242 -5.560
H -13.973 -22.698 -4.893
H -15.997 -21.937 -5.094
C -2.809 -24.131 -4.620
O -3.974 -23.779 -3.850
H -2.452 -25.145 -4.437
H -3.191 -24.104 -5.640
H -2.022 -23.380 -4.564
H -4.345 -22.961 -4.187
C -11.962 -24.850 2.245
O -11.073 -23.804 2.497
H -11.985 -25.041 1.172
H -11.618 -25.812 2.626
H -12.994 -24.578 2.470
H -10.241 -24.044 2.082
C -9.131 -15.205 2.199
O -9.727 -14.508 1.114
H -9.843 -15.635 2.904
H -8.476 -15.982 1.805
H -8.486 -14.517 2.746
H -9.083 -13.929 0.700
C -13.639 -18.770 0.952
O -14.137 -17.480 0.612
H -14.406 -19.437 1.345
H -13.166 -19.269 0.106
H -12.896 -18.652 1.741
H -13.445 -16.817 0.571
C -9.381 -23.197 -9.481
O -9.328 -21.761 -9.258
H -10.158 -23.630 -8.852
H -9.546 -23.458 -10.527
H -8.439 -23.667 -9.198
H -10.114 -21.360 -9.638
C -2.743 -20.476 -10.620
O -1.367 -20.494 -10.258
H -3.257 -19.643 -10.139
H -2.782 -20.350 -11.702
H -3.258 -21.419 -10.439
H -0.973 -19.719 -10.664
```

Properties
* M: 480.63 g/mol
* total energy: -1735.71694 hartree
* ΔE to the lowest compared entry with this formula, charge and spin: 970.6 kJ/mol
* HOMO level: -10.2 eV
* HOMO-LUMO gap: 10.174 eV

***

No. 2
The following is a DFT calculation (ωB97M-V with the def2-TZVPD basis set) of a structure of composition C15H66BNO29 in a non-equilibrium geometry.

The geometry in XYZ format:
```
112
C15H66BNO29 | the Open Molecules 2025 dataset | ωB97M-V with the def2-TZVPD basis set
C 0.218 4.306 1.685
C 0.909 2.986 2.306
C 0.781 1.745 1.329
C -0.611 1.561 0.728
N -0.794 0.259 -0.035
C -2.161 0.244 -0.696
C -2.746 -1.197 -0.446
C -2.169 -1.677 0.782
C -0.871 -0.893 0.997
C 0.262 0.136 -1.063
C 0.049 -0.977 -2.136
C 1.322 -1.500 -2.866
H 0.621 5.130 2.101
H -0.761 4.352 1.625
H 0.513 4.488 0.735
H 0.471 2.578 3.111
H 1.924 3.145 2.495
H 1.307 0.813 1.830
H 1.427 2.170 0.450
H -0.707 2.288 -0.081
H -1.366 1.529 1.502
H -2.237 0.605 -1.749
H -2.776 0.935 0.001
H -2.539 -1.871 -1.277
H -3.895 -0.869 -0.487
H -2.075 -2.737 0.911
H -2.865 -1.450 1.581
H 0.052 -1.695 0.596
H -0.796 -0.494 1.969
H 1.235 0.103 -0.461
H 0.499 1.081 -1.506
H -0.522 -0.596 -2.879
H -0.364 -1.833 -1.785
H 1.102 -2.239 -3.914
H 2.089 -1.899 -2.182
H 1.899 -0.778 -3.290
O 2.224 -7.280 0.059
C 2.958 -6.295 0.022
O 2.664 -5.129 -0.210
B 3.637 -4.217 0.457
O 4.726 -5.180 0.634
C 4.300 -6.333 0.519
O 4.866 -7.445 0.552
O 3.120 -3.751 1.764
C 3.183 -2.550 1.722
O 2.755 -1.820 2.655
C 3.633 -2.086 0.510
O 3.919 -2.975 -0.236
O 3.636 -0.830 0.167
O -3.011 4.243 -0.056
H -2.471 3.841 -0.863
H -2.790 3.594 0.767
O 0.541 5.079 -2.606
H 1.102 4.408 -2.162
H 1.061 5.343 -3.357
O 3.638 0.905 3.268
H 3.890 1.132 2.424
H 3.105 0.128 3.118
O 2.829 5.635 5.004
H 3.783 5.579 5.239
H 2.518 4.727 4.847
O -3.388 -0.332 -4.456
H -3.077 -1.277 -4.557
H -3.715 -0.644 -3.508
O 2.440 2.542 5.010
H 2.763 2.061 4.330
H 2.014 1.916 5.511
O -1.326 3.137 -2.081
H -0.662 3.842 -2.355
H -2.080 2.969 -2.713
O -3.092 2.357 -3.539
H -3.139 1.382 -4.003
H -4.034 2.498 -3.136
O 3.822 0.235 -3.970
H 4.412 0.363 -3.203
H 4.335 -0.316 -4.660
O -3.508 -4.689 2.782
H -4.110 -4.964 3.501
H -2.546 -4.520 2.893
O 1.115 -0.225 -5.223
H 1.547 0.371 -4.682
H 0.777 0.589 -5.703
O 3.179 6.503 1.811
H 2.723 6.244 2.561
H 2.741 7.272 1.594
O -1.186 -2.220 -4.673
H -0.645 -1.571 -4.851
H -0.690 -3.087 -4.449
O 4.354 4.474 0.298
H 3.829 4.675 1.004
H 4.200 3.529 -0.004
O -3.093 -5.024 -2.894
H -3.410 -4.304 -2.698
H -3.560 -5.560 -3.520
O -3.840 2.249 2.004
H -3.716 1.829 2.801
H -4.681 1.980 1.686
O -6.607 -1.202 0.038
H -7.223 -1.481 0.671
H -6.173 -2.028 -0.238
O 2.124 -2.914 -5.435
H 2.934 -3.255 -5.001
H 1.987 -2.026 -5.356
O -4.559 -1.437 4.055
H -4.259 -0.547 4.298
H -5.484 -1.353 3.753
O -0.890 -0.276 4.487
H -1.331 0.102 5.372
H -0.232 -0.780 4.833
O -0.782 -4.329 2.615
H 0.031 -4.626 3.087
H -0.561 -4.620 1.791
```

Properties
* M: 735.48 g/mol
* total energy: -2872.49621 hartree
* ΔE to the lowest compared entry with this formula, charge and spin: 79.7 kJ/mol
* HOMO level: -9.4 eV
* HOMO-LUMO gap: 8.673 eV

***

Question: Which value of HOMO level does entry 2 give?
Answer: -9.4 eV

***

Question: What is the formula in the second record?
Answer: C15H66BNO29